C18H18N2O4 | ωB97M-V/def2-TZVPD

Structure (ORCA input):
```
! wB97M-V def2-TZVPD RIJCOSX def2/J DEFGRID3
* xyz 0 1
C -3.85525 -3.26532 -0.15430
C -4.19223 -2.12082 -1.10067
O -3.27022 -1.04194 -0.98212
C -3.41375 -0.21301 0.04323
N -4.39182 -0.41713 0.91474
C -4.51900 0.39907 1.94699
C -3.66680 1.46124 2.19057
C -2.64389 1.69223 1.28409
C -2.50105 0.86193 0.17996
C -1.45132 1.09778 -0.83153
O -1.46765 0.70809 -1.97109
O -0.43573 1.81623 -0.30947
C 0.63638 2.16414 -1.17399
C 2.00247 1.75122 -0.61565
O 2.86709 2.58968 -0.45877
N 2.17778 0.43543 -0.35868
C 1.18255 -0.61514 -0.56477
C 1.94497 -1.94381 -0.44978
C 3.27214 -1.52659 0.10919
C 4.32099 -2.30571 0.54462
C 5.47227 -1.67906 1.00440
C 5.56040 -0.29768 1.01661
C 4.51035 0.49669 0.57747
C 3.36551 -0.13487 0.12586
H -2.83136 -3.59462 -0.31415
H -3.96806 -2.93938 0.87624
H -4.52784 -4.09828 -0.33711
H -4.10320 -2.43878 -2.14172
H -5.20500 -1.75553 -0.90568
H -5.34762 0.17470 2.60571
H -3.80183 2.09374 3.05244
H -1.96051 2.51707 1.41473
H 0.64977 3.25379 -1.27558
H 0.47104 1.71009 -2.15970
H 0.69744 -0.50676 -1.53654
H 0.41524 -0.54553 0.21442
H 1.42912 -2.65233 0.19832
H 2.07509 -2.41656 -1.42606
H 4.24729 -3.38293 0.52826
H 6.30264 -2.27492 1.35197
H 6.46176 0.17660 1.37445
H 4.58214 1.57059 0.58264
*
```

Results
HOMO level   -8.251 eV
Relative energy (zero: lowest compared OMol25 entry of this formula, charge and spin)   22.9 kcal/mol
Orbital gap   0.312 Ha
Lowest unoccupied orbital energy   0.23 eV
SMILES string   CCOc1ncccc1C(=O)OCC(=O)N1CCc2ccccc21


C30H55ClP2PdSeSi2 | ωB97M-V/def2-TZVPD

Structure (ORCA input):
```
! wB97M-V def2-TZVPD RIJCOSX def2/J DEFGRID3
* xyz 0 5
Pd -0.19572 -0.60807 -0.04640
C -1.61922 0.00491 1.70364
C -1.66775 1.16854 0.88070
C -2.14035 0.73010 -0.39590
Si -1.29561 2.92037 1.46673
C -2.43321 -0.66393 -0.33038
C -2.08351 -1.14403 0.98744
Si -1.97756 -2.90513 1.63302
H -1.29162 -0.02402 2.74252
H -2.29205 1.37579 -1.25605
H -2.83986 -1.28714 -1.11845
Cl 0.58577 1.16661 -4.65556
C -2.00922 -2.92727 3.49628
C -3.40543 -3.88365 0.95263
C -0.77356 2.88846 3.26128
C -2.82913 3.96384 1.27225
H -4.28095 -3.22515 0.86954
H -3.63839 -4.67565 1.67840
H -3.21394 -4.34256 -0.02407
H -1.03879 -3.21247 3.92203
H -2.76229 -3.66020 3.81861
H -2.29082 -1.94364 3.89299
H -3.70979 3.30728 1.27113
H -2.84380 4.56823 0.35736
H -2.90478 4.63595 2.13850
H -1.33980 2.13070 3.81833
H -0.97772 3.87153 3.70919
H 0.29840 2.67306 3.36166
C -0.29125 -3.57922 1.05166
C 0.16003 3.67128 0.49986
P 0.21596 -2.84000 -0.53218
H -0.31373 -4.67909 1.00255
H 0.45876 -3.28308 1.80472
P 0.21390 3.38081 -1.30169
H 1.07500 3.21544 0.92396
H 0.19305 4.75433 0.71344
C 1.74608 4.23690 -1.92818
C -1.19102 4.37396 -2.02203
C -0.93644 -3.58112 -1.79569
C 1.86856 -3.50181 -1.02751
C 2.83214 -2.38320 -1.43136
H 1.66918 -4.11488 -1.92233
C 2.48544 -4.40926 0.03762
H 2.70416 -3.85287 0.95978
H 3.43341 -4.80530 -0.35169
H 1.84248 -5.26257 0.28542
H 2.50623 -1.86928 -2.34411
H 3.82115 -2.81991 -1.62901
H 2.93478 -1.63325 -0.63129
H -1.94065 -3.24039 -1.49343
C -0.89391 -5.11460 -1.77670
C -0.63972 -3.05343 -3.20411
H -1.22464 -5.54469 -0.82386
H 0.11242 -5.49390 -2.00060
H -1.56693 -5.48924 -2.56070
H -0.83807 -1.98117 -3.30597
H -1.28286 -3.58334 -3.92160
H 0.40347 -3.24124 -3.49633
H -2.08931 3.96431 -1.53056
C -1.30699 4.11876 -3.53218
C -1.08178 5.86669 -1.71200
H -1.06716 6.08497 -0.63581
H -1.95886 6.37520 -2.13721
H -0.18959 6.30927 -2.17637
H -1.43672 3.05489 -3.76237
H -0.41794 4.47147 -4.07292
H -2.17700 4.66514 -3.92057
C 2.82621 3.19146 -2.24445
C 2.28126 5.31174 -0.98228
H 1.43631 4.70868 -2.87695
H 2.58485 4.88159 -0.01914
H 1.55689 6.11390 -0.79626
H 3.16761 5.76908 -1.44225
H 3.11875 2.63240 -1.34377
H 3.71809 3.70282 -2.63169
H 2.48615 2.47750 -3.00580
C 0.20764 0.41672 -2.70379
H 0.37930 1.31414 -2.08287
H -0.83419 0.11551 -2.81227
H 0.96347 -0.36643 -2.64185
Se 1.99240 0.36695 1.01497
C 2.08569 -0.80106 2.49298
C 1.24543 -0.63578 3.61225
C 1.22795 -1.59539 4.62202
C 2.08492 -2.70174 4.56051
C 2.97832 -2.83339 3.48907
C 3.00761 -1.87263 2.48033
H 0.61599 0.25152 3.67459
H 0.53830 -1.47731 5.45990
H 2.06531 -3.45404 5.35042
H 3.66300 -3.68213 3.44720
H 3.74183 -1.92318 1.67306
*
```

Results
HOMO level (alpha / beta)   -3.184 / -7.150 eV
Relative energy (zero: lowest compared OMol25 entry of this formula, charge and spin)   11.3 kcal/mol
Orbital gap (alpha / beta)   0.128 / 0.159 Ha
Lowest unoccupied orbital energy (alpha / beta)   0.29 / -2.83 eV